[1]
{
  "formula": "C3H8IN4O",
  "method": "ωB97M-V/def2-TZVPD",
  "total_charge": 1,
  "lumo_energy_ev": -4.4,
  "e_above_lowest_kcal_mol": 0.0,
  "smiles": "NC(=O)/C([NH3+])=C/N(N)I",
  "homo_lumo_gap_ev": 8.1,
  "elements": ["N", "C", "O", "C", "N", "C", "N", "N", "I", "H", "H", "H", "H", "H", "H", "H", "H"],
  "xyz": [[1.94388, 2.02987, 0.06310], [0.58608, 2.07511, -0.04786], [-0.14337, 3.06851, 0.09998], [-0.07920, 0.69840, -0.19654], [0.60148, -0.58537, 0.12248], [-1.51979, 0.72763, -0.13972], [-2.46522, -0.25492, -0.22838], [-2.07337, -1.53057, -0.06490], [-4.49104, 0.33117, -0.00994], [2.49942, 1.11594, 0.11467], [2.46824, 2.85810, 0.21270], [0.86589, -0.74429, 1.15005], [1.40225, -0.82196, -0.33957], [0.02086, -1.50005, -0.00658], [-1.77457, 1.78185, -0.18700], [-2.43553, -1.81372, 0.88412], [-2.26868, -2.25358, -0.77176]],
  "mulliken_charge": [-0.350, 0.451, -0.615, -0.210, -0.350, 0.216, -0.304, -0.581, 0.264, 0.187, 0.245, 0.378, 0.370, 0.387, 0.388, 0.276, 0.247]
}

=====

[2]
{
  "formula": "C3H8INOP2",
  "method": "ωB97M-V/def2-TZVPD",
  "lumo_energy_ev": -0.6,
  "e_above_lowest_kcal_mol": 67.4,
  "homo_lumo_gap_ev": 8.7,
  "elements": ["C", "C", "C", "N", "O", "P", "P", "I", "H", "H", "H", "H", "H", "H", "H", "H"],
  "xyz": [[2.71747, 0.42415, 0.23736], [-2.57911, -0.35101, -0.34458], [-1.47542, -0.82188, 0.54640], [2.20620, 1.42243, -0.18800], [-0.48623, 1.85232, 0.87522], [1.61920, -0.58285, 1.21899], [-0.13580, 0.51644, 0.40952], [4.67091, -0.26633, -0.40476], [-2.09796, -0.28212, -1.31354], [-3.44719, -0.95905, -0.31717], [-2.74051, 0.74655, -0.06053], [-0.77848, -1.57977, 0.14989], [-1.66555, -1.06751, 1.64360], [2.73343, 2.10465, -0.76999], [1.28254, -1.27145, 0.06307], [0.17651, 0.11545, -1.74550]],
  "mulliken_charge": [0.244, -1.026, -0.398, -0.382, -0.564, -0.110, 0.301, 0.004, 0.293, 0.361, 0.249, 0.294, 0.365, 0.244, 0.094, 0.030]
}

=====

[3]
{
  "formula": "C3H8INOS",
  "method": "ωB97M-V/def2-TZVPD",
  "lumo_energy_ev": 0.5,
  "e_above_lowest_kcal_mol": 49.0,
  "homo_lumo_gap_ev": 9.8,
  "elements": ["C", "C", "C", "N", "O", "S", "I", "H", "H", "H", "H", "H", "H", "H", "H"],
  "xyz": [[-0.73388, -0.84291, -2.32942], [0.96563, 0.36352, 2.41961], [0.29393, -0.51102, -1.22718], [-0.75079, 1.78563, 1.71569], [-0.32538, -0.17927, -0.02130], [0.31869, 1.18353, 0.88607], [1.71391, -2.16467, -0.73772], [-1.10874, -1.76730, -2.18522], [-1.41561, -0.08605, -2.19241], [-0.15136, -0.60383, -3.26173], [0.03700, 0.10276, 2.94579], [1.54760, 1.07544, 2.83103], [1.46492, -0.64412, 2.29314], [1.01696, 0.15799, -1.75840], [-1.10693, 2.60369, 1.25609]],
  "mulliken_charge": [-1.060, -0.810, -0.239, -0.546, -0.273, 0.342, -0.061, 0.385, 0.354, 0.297, 0.314, 0.356, 0.267, 0.436, 0.240]
}

=====

[4]
{
  "formula": "C3H8IOZn",
  "method": "ωB97M-V/def2-TZVPD",
  "total_charge": 1,
  "lumo_energy_ev": -8.6,
  "e_above_lowest_kcal_mol": 0.0,
  "homo_lumo_gap_ev": 4.3,
  "elements": ["Zn", "I", "C", "C", "C", "O", "H", "H", "H", "H", "H", "H", "H", "H"],
  "xyz": [[-3.86340, -2.17235, 2.73829], [-1.57234, -2.88674, 1.95565], [1.57003, -0.02165, 0.08349], [0.34139, 0.84845, -0.06032], [-0.26039, 0.79064, -1.46562], [-0.64901, 0.50560, 0.93166], [1.80313, -0.22104, 1.12737], [2.38920, 0.46164, -0.45120], [1.47060, -1.00615, -0.39300], [0.56834, 1.90154, 0.11172], [0.55727, 1.02380, -2.15757], [-1.07532, 1.47568, -1.66888], [-0.54162, -0.24691, -1.67444], [-0.73790, -0.45252, 0.92284]],
  "mulliken_charge": [0.702, 0.295, -1.283, 0.486, -1.154, -0.452, 0.364, 0.377, 0.314, 0.272, 0.329, 0.315, 0.290, 0.146]
}

=====

[5]
{
  "formula": "C3H8LaO3",
  "method": "ωB97M-V/def2-TZVPD",
  "total_charge": 1,
  "lumo_energy_ev": -4.9,
  "e_above_lowest_kcal_mol": 18.7,
  "homo_lumo_gap_ev": 6.2,
  "elements": ["C", "O", "H", "H", "H", "C", "O", "C", "O", "La", "H", "H", "H", "H", "H"],
  "xyz": [[-3.64406, -0.11317, -0.42704], [-2.25819, -0.22366, -0.12940], [-4.21649, -0.56009, 0.39607], [-3.90570, 0.94980, -0.49240], [-3.89197, -0.61999, -1.36975], [0.73607, -1.14824, 0.06852], [2.04973, -0.72551, -0.37018], [2.55906, 0.45403, 0.25337], [1.88489, 1.57413, -0.14698], [-0.23779, 1.22958, -0.65264], [-1.89745, -1.21886, 0.16735], [0.47634, -1.98006, -0.60587], [0.76125, -1.41161, 1.14413], [3.62501, 0.47996, -0.04834], [2.50418, 0.32909, 1.36074]],
  "mulliken_charge": [-0.514, -0.462, 0.253, 0.219, 0.295, -1.018, -0.416, 0.010, -0.704, 1.690, 0.346, 0.395, 0.389, 0.244, 0.273]
}

=====

[6]
{
  "formula": "C3H8N",
  "method": "ωB97M-V/def2-TZVPD",
  "total_charge": 2,
  "lumo_energy_ev": [-11.5, -17.5],
  "e_above_lowest_kcal_mol": 63.1,
  "spin_multiplicity": 2,
  "homo_lumo_gap_ev": [13.3, 7.0],
  "elements": ["C", "C", "C", "N", "H", "H", "H", "H", "H", "H", "H", "H"],
  "xyz": [[1.43969, -0.79505, -0.25133], [0.53799, 0.43950, 0.25498], [-1.89227, 0.33020, 0.33227], [-0.80396, 0.44177, -0.35566], [2.21223, -1.02298, 0.41711], [1.78995, -0.52014, -1.23945], [0.84996, -1.65692, -0.31469], [0.91847, 1.38134, -0.05530], [0.42950, 0.31259, 1.30834], [-2.81012, 0.33029, -0.18562], [-1.91353, 0.34428, 1.42594], [-0.75791, 0.41513, -1.33658]],
  "lowdin_spin": [0.320, 0.326, 0.095, 0.107, 0.005, 0.052, 0.020, 0.031, 0.036, 0.003, 0.002, 0.003]
}